Entry 1:
ORCA calculation (the ωB97M-V functional and the def2-TZVPD basis) on C4H5IN2 in the gas phase.

Results
2S+1 = 1
charge = 0
frontier orbital gap = 8.97 eV

Each line ends with the natural charge from an NBO analysis.
Positions of all 12 atoms, in Å:
1 C -2.8961 -0.1713 -0.1640  -0.575
2 C -1.6348 -0.2315 0.1120  0.413
3 C 0.6262 1.0344 -1.1726  -0.033
4 C 1.8397 -0.3290 0.6217  -0.446
5 N -0.4899 -0.3566 0.4549  -0.314
6 N 0.7022 0.2756 -0.1445  -0.300
7 I 2.5035 1.7870 -1.7775  0.071
8 H -3.6947 0.3653 0.3899  0.255
9 H -3.2899 -0.8332 -0.9772  0.249
10 H 2.9245 -0.1776 0.4183  0.242
11 H 1.7815 -0.0138 1.6738  0.219
12 H 1.6277 -1.3494 0.5651  0.218

Entry 2:
ORCA calculation (the ωB97M-V functional and the def2-TZVPD basis) on 9 unconnected molecules or ions with the total composition C15H48N2O9.

Results
2S+1 = 1
charge = 0
frontier orbital gap = 9.08 eV

Each line ends with the Löwdin charge.
Positions of all 74 atoms, in Å:
1 C -1.5021 4.0558 4.7398  -0.066
2 C -1.2622 2.7798 3.8867  -0.337
3 O -2.0501 1.7158 4.3661  -0.104
4 H -2.5313 4.3415 4.7981  0.057
5 H -0.9546 4.8757 4.2576  0.070
6 H -1.1465 3.8026 5.7502  0.077
7 H -0.1814 2.3998 3.9290  0.132
8 H -1.2955 3.0118 2.8259  0.077
9 H -3.0118 1.9150 4.1845  0.133
10 C 2.4397 2.4257 -1.7057  -0.073
11 C 1.9126 2.9943 -3.0207  -0.269
12 O 0.5522 2.5400 -3.1104  -0.115
13 H 3.5129 2.6311 -1.7063  0.093
14 H 2.2713 1.3743 -1.6800  0.031
15 H 1.8794 2.9139 -0.9396  0.048
16 H 2.5531 2.5715 -3.7958  0.110
17 H 2.0164 4.0855 -3.0030  0.117
18 H 0.5310 1.6958 -3.6221  0.122
19 C -1.9436 -2.4955 -2.2026  -0.071
20 C -2.5701 -1.4953 -1.2565  -0.362
21 O -3.1584 -2.1819 -0.2248  -0.054
22 H -2.7682 -3.0673 -2.6734  0.094
23 H -1.3224 -3.1873 -1.6657  0.033
24 H -1.4476 -1.7990 -2.8511  0.068
25 H -3.2081 -0.8691 -1.8350  0.098
26 H -1.8450 -0.7913 -0.6906  0.115
27 H -3.1374 -1.6629 0.5542  0.059
28 C 0.9605 -1.1919 -0.4439  -0.095
29 C 1.7581 -0.4253 0.5617  -0.261
30 O 0.9398 0.6666 1.0069  -0.107
31 H 0.0609 -1.6558 0.0655  0.091
32 H 1.4616 -2.0744 -0.7925  0.048
33 H 0.6470 -0.6151 -1.3345  0.083
34 H 2.6911 0.0098 0.2026  0.103
35 H 2.0258 -1.0315 1.4269  0.122
36 H 0.3775 0.4483 1.7285  0.045
37 C -0.0240 -4.7724 0.2230  -0.069
38 C -0.5861 -6.0659 -0.3980  -0.324
39 O -1.4133 -5.6810 -1.4109  -0.106
40 H -0.7341 -4.0055 0.4077  0.040
41 H 0.8001 -4.2375 -0.3315  0.081
42 H 0.4112 -5.0026 1.1256  0.037
43 H -1.1819 -6.6547 0.2783  0.110
44 H 0.1776 -6.6616 -0.7844  0.093
45 H -2.3346 -5.4043 -1.0772  0.142
46 C 3.5894 -1.0462 -2.7629  -0.074
47 C 3.2971 -2.4242 -3.2566  -0.319
48 O 2.0723 -2.3781 -3.9651  -0.098
49 H 2.8373 -0.5801 -2.0710  0.051
50 H 3.7260 -0.5106 -3.6569  0.063
51 H 4.5217 -1.0822 -2.2358  0.077
52 H 3.0408 -3.0900 -2.4688  0.095
53 H 4.0206 -2.7837 -3.9702  0.112
54 H 1.5561 -3.1878 -3.8075  0.091
55 C -1.8342 2.0708 -0.0837  -0.633
56 O -2.2911 1.5494 1.1169  -0.131
57 N -2.6471 2.9009 -0.7346  0.115
58 N -0.7344 1.8205 -0.6757  0.181
59 H -3.6617 2.8676 -0.3383  0.156
60 H -2.3084 3.6960 -1.3079  0.116
61 H -0.0301 1.2160 -0.2192  0.057
62 H -0.3323 2.2569 -1.5199  0.084
63 C -1.4521 -1.7003 3.3110  -0.118
64 O -1.2223 -0.4067 2.7397  -0.161
65 H -1.1942 -2.2956 2.5147  0.028
66 H -2.5269 -1.7941 3.5640  0.095
67 H -0.8410 -1.9492 4.2043  0.087
68 H -1.7299 0.2241 3.2642  0.025
69 C 1.1014 4.1990 1.6979  -0.144
70 O 0.2814 5.2686 1.2567  -0.069
71 H 0.7088 3.3225 1.1221  0.070
72 H 1.1441 3.9955 2.7045  0.038
73 H 2.1712 4.3142 1.4451  0.087
74 H 0.3677 5.3009 0.3702  0.003

Entry 3:
ORCA calculation (the ωB97M-V functional and the def2-TZVPD basis) on C4H6ClN in the gas phase.

Results
2S+1 = 1
charge = 0
frontier orbital gap = 8.69 eV

Each line ends with the natural charge from an NBO analysis.
Positions of all 12 atoms, in Å:
1 C 0.6128 -1.0600 0.1637  -0.241
2 C -0.6841 -1.2044 -0.0907  -0.054
3 C 1.1616 0.3461 0.0697  -0.506
4 C 0.0122 1.2813 -0.0943  -0.111
5 N -1.3879 -0.1201 -0.5435  -0.462
6 Cl -2.8981 0.2202 0.1972  0.082
7 H 1.2844 -1.8810 0.3332  0.216
8 H -1.2026 -2.1465 -0.0088  0.216
9 H 1.7525 0.5661 0.9658  0.223
10 H 1.8174 0.4011 -0.8041  0.223
11 H -0.4019 1.7223 0.7986  0.202
12 H -0.0663 1.8749 -0.9866  0.211

Entry 4:
ORCA calculation (the ωB97M-V functional and the def2-TZVPD basis) on 3 unconnected molecules or ions with the total composition C17H38BFN3O9.

Results
2S+1 = 1
charge = -1
frontier orbital gap = 6.83 eV

Each line ends with the natural charge from an NBO analysis.
Positions of all 69 atoms, in Å:
1 O 1.7173 0.1799 2.7354  -0.583
2 C 1.8636 0.2175 1.4986  0.905
3 F 1.2410 1.2399 0.6982  -0.368
4 C 2.7241 -0.9255 0.7396  -0.534
5 C 4.2981 -0.4984 0.6709  -0.133
6 N 4.6041 0.1137 2.0063  -0.620
7 C 6.0825 0.0924 2.3013  -0.594
8 B 6.5379 1.6471 2.5014  1.163
9 O 6.6572 2.2339 3.8392  -0.940
10 O 6.8446 2.5593 1.4170  -0.902
11 C 4.4086 0.5245 -0.5605  0.709
12 O 4.6467 1.7685 -0.4723  -0.715
13 O 4.1708 -0.0152 -1.8255  -0.847
14 H 2.3078 -0.9286 -0.3379  0.283
15 H 2.6397 -1.9428 1.2450  0.236
16 H 4.9398 -1.4372 0.4549  0.196
17 H 4.2039 -0.5630 2.6881  0.353
18 H 6.7043 -0.4883 1.5374  0.197
19 H 6.2380 -0.4208 3.3284  0.202
20 H 6.0574 3.0212 3.7748  0.490
21 H 7.0961 2.0517 0.6173  0.503
22 C -4.9911 2.6696 -1.4710  -0.244
23 O -3.8847 3.3202 -0.8683  -0.559
24 C -2.8307 2.4217 -0.5089  -0.073
25 C -1.5991 2.6628 -1.3816  -0.248
26 N -1.8322 2.2284 -2.7598  -0.626
27 C -0.7924 2.6616 -3.6969  -0.253
28 C -0.6322 4.1722 -3.9242  -0.087
29 O -1.7417 4.7783 -4.5826  -0.552
30 C -2.7963 5.1739 -3.7223  -0.244
31 H -5.7962 3.3995 -1.5771  0.185
32 H -4.7311 2.2994 -2.4671  0.160
33 H -5.3500 1.8447 -0.8487  0.170
34 H -3.1505 1.3745 -0.5482  0.176
35 H -2.5681 2.6458 0.5295  0.188
36 H -0.7508 2.1075 -0.9684  0.215
37 H -1.3662 3.7320 -1.3385  0.167
38 H -2.7197 2.6028 -3.0762  0.344
39 H -1.0307 2.2013 -4.6609  0.196
40 H 0.1686 2.2441 -3.3780  0.214
41 H 0.2199 4.3066 -4.5984  0.193
42 H -0.3763 4.7143 -3.0080  0.167
43 H -2.4424 5.4681 -2.7301  0.176
44 H -3.5344 4.3719 -3.6378  0.156
45 H -3.3018 6.0297 -4.1743  0.179
46 C -0.4125 -2.3688 -0.9663  -0.248
47 O 0.0714 -2.5979 0.3486  -0.563
48 C -0.5232 -1.7393 1.3251  -0.085
49 C -1.4161 -2.5437 2.2701  -0.240
50 N -2.6230 -3.0142 1.5879  -0.626
51 C -3.3885 -3.9965 2.3576  -0.247
52 C -2.7134 -5.3452 2.6504  -0.084
53 O -2.4948 -6.1441 1.4928  -0.551
54 C -1.2893 -5.8640 0.7987  -0.247
55 H 0.1933 -2.9582 -1.6572  0.196
56 H -1.4536 -2.6928 -1.0612  0.151
57 H -0.3239 -1.3138 -1.2405  0.186
58 H -1.0706 -0.9084 0.8662  0.180
59 H 0.2938 -1.3118 1.9051  0.207
60 H -1.7049 -1.9128 3.1172  0.193
61 H -0.8243 -3.3834 2.6502  0.164
62 H -2.3570 -3.4399 0.7069  0.353
63 H -4.3015 -4.1959 1.7875  0.198
64 H -3.7013 -3.5402 3.3033  0.188
65 H -3.4024 -5.9196 3.2791  0.183
66 H -1.7929 -5.2410 3.2343  0.164
67 H -0.4900 -5.5242 1.4633  0.177
68 H -1.4693 -5.1240 0.0150  0.164
69 H -0.9595 -6.7805 0.3058  0.184

Entry 5:
ORCA calculation (the ωB97M-V functional and the def2-TZVPD basis) on 8 unconnected molecules or ions with the total composition C24H41N11O4.

Results
2S+1 = 1
charge = 0
frontier orbital gap = 9.10 eV

Each line ends with the Löwdin charge.
Positions of all 80 atoms, in Å:
1 C 2.1800 -1.0316 2.5426  -0.135
2 C 2.2716 -1.0746 0.8967  -0.230
3 C 0.8506 -1.4298 0.1601  -0.208
4 O -0.2343 -0.4634 0.3967  -0.177
5 C 0.2098 0.9297 0.2341  -0.177
6 O -1.0079 1.7712 0.1713  -0.094
7 C -2.0904 1.1489 1.0029  -0.249
8 O -1.9734 1.1091 2.3401  -0.013
9 N -3.2988 0.6472 0.2150  -0.112
10 N -3.2831 1.4137 -0.9648  -0.006
11 C -4.5781 1.0055 0.9389  -0.176
12 C -5.3611 -0.2996 1.6055  -0.090
13 C -6.0231 -1.2529 0.4302  -0.313
14 N -7.1618 -2.1857 0.8316  0.055
15 O -5.6502 -1.2226 -0.8573  -0.073
16 H 1.2728 -1.7315 2.8603  0.084
17 H 1.9218 0.0418 2.9426  0.043
18 H 3.1666 -1.4916 2.9850  0.076
19 H 2.7905 -0.0884 0.5273  0.101
20 H 3.0256 -1.9562 0.6187  0.084
21 H 1.0209 -1.6802 -0.9947  0.061
22 H 0.4795 -2.4609 0.6333  0.140
23 H 0.8120 1.1318 -0.7697  0.161
24 H 0.8237 1.3170 1.1819  0.114
25 H -3.4506 2.4034 -0.6151  0.095
26 H -4.0856 1.1736 -1.5874  0.098
27 H -5.3557 1.4669 0.1598  0.141
28 H -4.4187 1.8611 1.7559  0.138
29 H -6.2334 0.1659 2.2665  0.127
30 H -4.6952 -0.9259 2.3360  0.127
31 H -7.2397 -2.9926 0.1627  0.092
32 H -6.9790 -2.6271 1.7688  0.085
33 C 0.1897 -1.9252 -4.8371  -0.075
34 C 0.6788 -2.4891 -3.5130  -0.166
35 N 1.0845 -2.9568 -2.4145  0.103
36 H -0.3857 -1.0116 -4.6635  0.078
37 H 1.0423 -1.6921 -5.4807  0.077
38 H -0.4476 -2.6570 -5.3412  0.070
39 C 4.2921 -4.0489 -1.6368  -0.093
40 C 5.0606 -3.0063 -0.8413  -0.218
41 N 5.6980 -2.1414 -0.1813  0.090
42 H 3.4578 -4.4312 -1.0424  0.066
43 H 3.9003 -3.6030 -2.5551  0.060
44 H 4.9531 -4.8799 -1.8984  0.069
45 C 0.0217 -6.4757 -4.2315  -0.101
46 C 0.9920 -5.5519 -4.9493  -0.203
47 N 1.7970 -4.7854 -5.5448  0.090
48 H -0.9498 -5.9854 -4.1241  0.081
49 H -0.1067 -7.3987 -4.8034  0.045
50 H 0.4075 -6.7227 -3.2385  0.055
51 C -1.6286 5.0942 2.7052  -0.241
52 C -2.8067 5.0841 1.7448  -0.208
53 N -3.7840 5.0757 0.9480  0.085
54 H -1.6002 6.0416 3.2505  0.092
55 H -1.7246 4.2738 3.4217  0.069
56 H -0.6941 4.9748 2.1501  0.074
57 C 2.4169 4.5730 0.7240  -0.064
58 C 2.5412 3.3853 1.6644  -0.175
59 N 2.6444 2.4000 2.4445  0.118
60 H 3.3950 4.8173 0.3005  0.078
61 H 1.7264 4.3339 -0.0893  0.075
62 H 2.0379 5.4419 1.2691  0.057
63 C 2.6535 -9.1372 -2.5291  -0.066
64 C 1.2402 -9.2232 -3.0819  -0.189
65 N 0.0677 -9.2946 -3.5405  0.102
66 H 3.3471 -8.8454 -3.3225  0.079
67 H 2.6959 -8.3942 -1.7280  0.076
68 H 2.9574 -10.1089 -2.1300  0.078
69 C 4.2295 4.4292 5.1533  -0.079
70 C 3.4581 5.5686 4.5076  -0.208
71 N 2.8180 6.5139 3.9719  0.078
72 H 3.7737 4.1665 6.1119  0.078
73 H 4.2156 3.5523 4.5003  0.054
74 H 5.2669 4.7305 5.3230  0.075
75 C -1.4831 8.6873 -0.1029  -0.047
76 C -1.3588 7.4995 0.8375  -0.017
77 N -1.2556 6.5142 1.6176  -0.009
78 H -0.5050 8.9315 -0.5264  0.078
79 H -2.1736 8.4481 -0.9162  0.082
80 H -1.8621 9.5562 0.4422  0.079